Here is a cluster of 2 separate species, C3H6O in total from the OMol25 dataset. Energies are from the ωB97M-V functional and the def2-TZVPD basis.

Last columns: bonded neighbours and bond lengths (Å).
Atoms and positions in Å:
1 C -1.19459 0.16237 -1.39314  C2 1.338, H3 1.080, H4 1.081
2 C -0.04409 0.78659 -1.11511  C1 1.338, H5 1.085, H6 1.081
3 H -1.93939 -0.06993 -0.64570  C1 1.080
4 H -1.11872 -0.46501 -2.26976  C1 1.081
5 H 0.79835 0.61800 -1.77779  C2 1.085
6 H 0.20081 1.32013 -0.20736  C2 1.081
7 C 0.82941 -0.55987 1.85050  O8 1.199, H9 1.098, H10 1.109
8 O 0.63487 -1.66285 1.42113  C7 1.199
9 H 0.08974 0.23592 1.69029  C7 1.098
10 H 1.74362 -0.36535 2.44694  C7 1.109

Properties
Total charge ... 0
HOMO-LUMO gap ... 11.0223 eV
Energy relative to the best compared isomer or geometry (same formula, charge and spin) ... 49.1 kcal/mol
E_HOMO ... -0.37421 Eh

Löwdin population analysis, charges in e, atoms 1 to 5: atom 1 (C): -0.065, atom 2 (C): -0.091, atom 3 (H): 0.049, atom 4 (H): 0.044, atom 5 (H): 0.049